(1)
Below is a cluster of 6 separate species, C5H22N2O6 in total, with properties calculated with wB97M-V/def2-TZVPD.

As for the gap between HOMO and LUMO (alpha / beta): 10.14 / 4.77 eV. As for the spin multiplicity: 2. As for the LUMO energy (alpha / beta): -3.2 / -8.6 eV. As for the charge: +1.

Last column: Löwdin spin population.
Cartesian coordinates (Å):
C 0.3487 -3.2469 -0.9373  0.00
N 0.0252 -1.9383 -0.6553  0.01
C 0.7763 -1.1167 1.5838  0.00
C 0.9860 -1.1042 0.0634  0.01
C 0.9546 0.3261 -0.4806  0.09
N 2.1293 0.5215 -1.3358  0.67
C 2.0490 1.7620 -2.1588  0.06
O 1.4649 -3.6606 -0.7208  0.00
H -0.4088 -3.7700 -1.5194  0.00
H -0.9097 -1.5651 -0.7387  0.00
H 0.5380 -2.1139 1.9644  0.00
H 1.6381 -0.6283 2.0559  0.00
H -0.0744 -0.4552 1.8531  0.00
H 1.9584 -1.5819 -0.1234  0.00
H 0.8955 1.1574 0.2127  0.02
H -0.0214 0.4972 -1.0020  0.05
H 2.3245 -0.2533 -1.9767  0.02
H 1.5893 2.4964 -1.5360  0.00
H 3.0499 2.1307 -2.4135  0.01
H 1.4832 1.5497 -3.0640  0.03
H -2.4789 1.7818 3.0446  0.00
H -2.2266 0.4032 2.5235  0.00
O -1.8537 1.2944 2.4946  0.00
H -2.1299 1.8984 0.6409  0.00
H -0.7374 2.2633 0.0894  0.00
O -1.6487 2.1089 -0.1813  0.01
H -4.1933 -0.8423 1.3470  0.00
H -2.8951 -0.7742 0.6047  0.00
O -3.2496 -0.9236 1.4978  0.00
H 2.7586 1.8275 2.1034  0.00
H 2.9482 1.0206 0.7086  0.00
O 3.3169 1.2833 1.5322  0.01
H -2.9533 0.5651 -1.4439  0.00
H -2.4919 -0.5230 -2.4379  0.00
O -2.9618 -0.3899 -1.5946  0.00

---

(2)
Below is a cluster of 6 separate species, C5H22N2O6 in total, with properties calculated with wB97M-V/def2-TZVPD.

As for the gap between HOMO and LUMO (alpha / beta): 10.61 / 5.50 eV. As for the spin multiplicity: 2. As for the LUMO energy (alpha / beta): -2.9 / -8.0 eV. As for the charge: +1.

Last column: Löwdin spin population.
Cartesian coordinates (Å):
C 0.1088 -2.2503 2.2708  0.04
C -0.5141 -1.1307 1.2555  0.04
C -1.2406 -1.7351 0.0203  0.00
C -2.7208 -1.6541 0.2894  0.00
O -3.2804 -0.6212 0.0149  0.00
N 0.5131 -0.1736 0.8058  0.31
C 1.1071 0.4684 1.9024  0.03
N 0.3733 1.7718 2.0175  0.50
H -0.5439 -2.4643 3.1002  0.00
H 0.4183 -3.1228 1.6817  0.00
H 1.1120 -1.8550 2.5232  0.00
H -1.2620 -0.6183 1.9688  0.01
H -0.8618 -1.1988 -0.8016  0.00
H -0.9503 -2.8074 0.0717  0.00
H -3.3195 -2.4774 0.7015  0.00
H 1.1346 -0.4668 0.0275  0.01
H 0.9959 0.1550 3.0085  0.00
H 2.2162 0.6253 1.8249  0.02
H 1.0776 2.4976 2.0515  0.01
H -0.3556 1.9723 1.1999  0.00
H 3.0339 2.2660 -1.6265  0.00
H 1.9264 1.4159 -1.7232  0.00
O 2.8647 1.3568 -1.9423  0.00
H -1.8251 0.4219 -2.7402  0.00
H -0.6579 -0.3457 -3.3900  0.00
O -0.8745 0.2489 -2.6714  0.00
H 0.6028 2.5653 -1.0078  0.00
H -0.2241 3.6602 -0.9325  0.00
O 0.7601 3.5169 -0.9813  0.00
H -2.4454 2.0337 -0.0275  0.00
H -1.3336 1.7267 -1.0237  0.00
O -1.9559 2.4131 -0.7607  0.00
H 2.3312 -1.5693 -2.9207  0.00
H 2.1311 -2.5434 -1.7458  0.00
O 1.6585 -2.0816 -2.4410  0.00

---

In order of decreasing stability: (1), (2).

---

(1)
Below is a cluster of 2 separate species, C22H27N3O5 in total, with properties calculated with wB97M-V/def2-TZVPD.

As for the structure (SMILES): N#C[C@@H](Cc1ccc(O)cc1)c1ccc(O)cc1.CNC(=O)[C@@H](NC(C)=O)[C@@H](C)O. As for the gap between HOMO and LUMO: 8.67 eV. As for the LUMO energy: -0.1 eV.

Last column: Mulliken charge in e.
Cartesian coordinates (Å):
N 1.0991 1.2207 -5.8748  -0.53
O -0.0706 -3.8544 3.1758  -0.74
O 0.2107 0.2985 5.0024  -0.68
C 0.6965 1.1762 -4.7816  -0.15
O 5.6427 3.8214 -1.3610  -0.55
O -5.2338 -0.6690 -3.0858  -0.56
O -2.2400 -2.5385 4.0922  -0.67
C 0.3109 -3.1626 2.2427  1.01
C 0.1445 -0.8221 4.5062  0.00
C 3.5748 2.7564 -0.8307  -0.68
C 3.8210 3.9410 -2.9171  -0.51
C -3.0254 -0.5462 -2.1568  -0.31
C -3.5301 0.5160 -4.2599  -0.78
C 2.2540 2.4358 -1.1641  -0.45
C 2.5007 3.6216 -3.2565  -0.48
C -1.7013 -0.1022 -2.2504  -0.55
C -2.2101 0.9694 -4.3562  -0.38
C 4.3587 3.5095 -1.7029  0.90
C -3.9407 -0.2394 -3.1643  0.88
C 1.7045 2.8668 -2.3815  0.14
C -1.2718 0.6580 -3.3518  -0.28
N 0.7393 -1.8840 5.0641  -0.03
N 0.0620 -1.8552 2.1549  0.03
C 1.0935 -3.7841 1.1107  -1.41
C 1.4945 -1.8497 6.3146  -0.99
C 0.2747 2.5240 -2.7381  -1.27
C 0.1721 1.1384 -3.4041  0.62
C -2.8858 -1.4037 2.1091  -1.36
C -0.5906 -0.9810 3.1660  -0.10
C -2.0759 -1.3227 3.4041  -0.09
H 6.0535 4.3526 -2.0608  0.28
H -5.3692 -1.1877 -2.2779  0.30
H -1.5949 -3.1773 3.7445  0.48
H 4.0015 2.4292 0.1119  0.40
H 4.4208 4.5248 -3.6070  0.26
H -3.3368 -1.1311 -1.2979  0.17
H -4.2484 0.7515 -5.0389  0.40
H 1.6553 1.8568 -0.4680  0.50
H 2.0965 3.9599 -4.2071  0.38
H -1.0039 -0.3511 -1.4566  0.48
H -1.9273 1.5628 -5.2219  0.40
H 0.6000 -2.7829 4.6163  0.26
H 0.4198 -1.3957 1.3338  0.18
H 1.2880 -4.8298 1.3487  0.37
H 0.5142 -3.7257 0.1915  0.32
H 2.0413 -3.2631 0.9877  0.37
H 0.9154 -1.3295 7.0811  0.31
H 2.4363 -1.3190 6.1632  0.29
H 1.7022 -2.8660 6.6524  0.37
H -0.1439 3.2893 -3.4011  0.43
H -0.3255 2.5352 -1.8223  0.52
H 0.7932 0.4318 -2.8453  0.41
H -3.9397 -1.5330 2.3575  0.41
H -2.5593 -2.2516 1.5066  0.23
H -2.7652 -0.4805 1.5428  0.36
H -0.5924 0.0233 2.7437  0.55
H -2.5094 -0.5320 4.0177  0.56

---

(2)
Below is the molecule C22H27N3O5, with properties calculated with wB97M-V/def2-TZVPD.

As for the structure (SMILES): CCOC(=O)N1CCC(NC(=O)[C@H](Cc2ccccc2)NC(=O)c2ccco2)CC1. As for the gap between HOMO and LUMO: 9.62 eV. As for the LUMO energy: 0.7 eV.

Last column: Mulliken charge in e.
Cartesian coordinates (Å):
C 0.6961 3.1510 1.6306  -1.13
C 1.8875 2.7570 0.7703  -0.33
H 2.6306 3.5605 0.7528  0.37
H 1.5784 2.5262 -0.2531  0.26
O 2.5343 1.6103 1.3191  -0.34
C 2.5776 0.4945 0.5573  0.87
O 2.0761 0.4032 -0.5443  -0.72
N 3.2689 -0.4956 1.1607  0.15
C 3.5721 -0.4829 2.5741  -0.83
H 3.7291 0.5428 2.9031  0.39
C 2.4247 -1.1471 3.3569  -0.97
H 2.8182 -1.5857 4.2736  0.46
H 1.6787 -0.4020 3.6375  0.34
C 1.7584 -2.2326 2.5027  -0.27
N 0.6675 -1.6673 1.7259  0.11
C -0.1203 -2.4244 0.9397  -0.32
O -0.0593 -3.6364 0.8997  -0.69
C -1.1280 -1.6358 0.1032  0.24
N -0.7962 -0.2361 -0.0490  0.80
C -1.7906 0.6902 0.0522  -0.15
O -2.8020 0.5098 0.7057  -0.70
C -1.5479 1.9472 -0.6688  0.71
C -2.3168 3.0831 -0.7116  -0.85
C -1.6930 3.9447 -1.6371  -0.60
C -0.5986 3.2718 -2.0939  -0.56
O -0.5023 2.0695 -1.5177  -0.05
H 0.1594 3.5373 -2.8050  0.50
H -2.0143 4.9237 -1.9276  0.52
H -3.2092 3.2566 -0.1476  0.61
H -0.0039 -0.0180 -0.6456  -0.07
H -2.0922 -1.6620 0.6291  0.52
C -1.2879 -2.2958 -1.2827  -1.11
C -2.2780 -1.5077 -2.0895  0.36
C -1.8434 -0.5297 -2.9754  -0.11
C -2.7530 0.2712 -3.6431  -0.56
C -4.1100 0.1026 -3.4323  -0.50
C -4.5526 -0.8766 -2.5588  -0.72
C -3.6425 -1.6742 -1.8904  -0.20
H -3.9905 -2.4293 -1.2006  0.43
H -5.6108 -1.0128 -2.3919  0.39
H -4.8207 0.7325 -3.9468  0.40
H -2.4005 1.0334 -4.3236  0.42
H -0.7839 -0.3895 -3.1410  0.29
H -1.6157 -3.3245 -1.1329  0.48
H -0.3144 -2.3101 -1.7784  0.40
H 0.5688 -0.6655 1.6718  0.03
C 2.7967 -2.8668 1.5654  -1.02
H 3.6190 -3.2529 2.1682  0.46
C 3.2916 -1.8188 0.5623  -0.81
H 2.6513 -1.7882 -0.3209  0.34
H 4.3126 -2.0494 0.2393  0.30
H 2.3396 -3.7006 1.0353  0.53
H 1.3315 -3.0165 3.1400  0.59
H 4.5024 -1.0395 2.7121  0.40
H -0.0478 2.3574 1.6486  0.22
H 0.2357 4.0469 1.2237  0.36
H 1.0196 3.3507 2.6492  0.40

---

In order of decreasing stability: (2), (1).

---

(1)
Below is a cluster of 11 separate species, C5H28NO12 in total, with properties calculated with wB97M-V/def2-TZVPD.

As for the gap between HOMO and LUMO: 9.68 eV. As for the LUMO energy: 2.8 eV. As for the charge: -1.

Last column: Mulliken charge in e.
Cartesian coordinates (Å):
O 1.2183 -1.1090 2.1666  -0.88
C 1.1756 -0.3500 1.1595  0.02
O 0.7049 0.8330 1.1801  -0.30
C 1.7126 -0.7949 -0.1597  -0.40
C 0.6765 -1.5742 -0.9425  -0.19
C -0.7356 -0.9231 -1.2348  -0.67
C -1.7157 0.3994 0.5000  -0.79
N -1.4747 -0.8164 0.0902  -0.25
H 2.6252 -1.5051 0.0107  0.31
H 1.9356 0.1851 -0.7083  0.52
H 1.0638 -1.9555 -1.8378  0.63
H 0.5519 -2.4534 -0.1773  0.05
H -0.6865 0.0214 -1.7344  0.32
H -1.3598 -1.6957 -1.7704  0.55
H -2.2134 0.2612 1.4701  0.64
H -1.5430 1.3897 -0.0136  0.21
H -1.2055 2.2245 3.7931  0.24
H -0.6631 1.3392 2.8749  0.35
O -1.2547 2.0443 2.8660  -0.56
H 2.6126 -0.6325 -2.9032  0.33
H 3.4588 -0.5734 -1.7224  0.42
O 3.4212 -0.1804 -2.5524  -0.64
H -1.6546 -0.6588 -3.9604  0.37
H -1.2479 -2.0484 -3.2259  0.25
O -1.3080 -1.6310 -4.0903  -0.68
H 1.9244 2.7670 1.0110  0.36
H 2.9251 2.6067 2.2508  0.33
O 2.4404 3.3582 1.6779  -0.71
H -0.1450 3.0230 -1.0676  0.41
H 0.3822 1.6751 -0.5189  -0.09
O 0.4311 2.2313 -1.2899  -0.77
H 0.1039 2.0048 -2.9017  0.42
H -1.4257 2.3711 -3.2277  0.28
O -0.6300 1.9656 -3.6771  -0.71
H -1.2426 3.0234 1.5205  0.39
H 0.0905 3.7361 0.9440  0.29
O -0.8312 3.5533 0.7152  -0.75
H -1.4250 -4.1965 -0.6735  0.34
H -1.6185 -2.9003 0.0827  0.10
O -2.0697 -3.5199 -0.5456  -0.68
H 0.1327 -0.9266 3.2775  0.39
H -1.3267 -0.5527 3.0494  0.31
O -0.7073 -0.4757 3.7224  -0.84
H -0.8692 -2.6835 1.7544  0.40
H 0.3463 -3.3276 2.6014  0.38
O -0.5802 -3.5285 2.2169  -0.67

---

(2)
Below is a cluster of 11 separate species, C5H28NO12 in total, with properties calculated with wB97M-V/def2-TZVPD.

As for the gap between HOMO and LUMO: 8.93 eV. As for the LUMO energy: 2.3 eV. As for the charge: -1.

Last column: Mulliken charge in e.
Cartesian coordinates (Å):
O -0.1750 -1.4955 2.3441  -0.76
C 0.2215 -0.3805 1.9005  1.00
O -0.0802 0.7388 2.4976  -0.84
C 1.2127 -0.2920 0.7652  -1.36
C 0.5016 -0.5424 -0.5515  0.07
C -0.7381 0.2427 -0.9936  -1.36
C -2.7669 -0.5763 0.1850  -0.29
N -2.0679 -0.5910 -0.9371  -0.40
H 1.9854 -1.0453 1.1097  0.30
H 1.8140 0.6357 0.8242  0.71
H 1.1775 -0.4188 -1.3897  0.26
H 0.2635 -1.6695 -0.7515  0.56
H -1.0174 1.0848 -0.4008  0.51
H -0.5690 0.4453 -2.0621  0.63
H -3.7913 -0.8607 0.1584  0.36
H -2.5084 -0.2311 1.1789  0.25
H -0.9972 2.5166 3.5566  0.28
H -1.4173 1.2149 3.0738  0.39
O -1.7799 2.0152 3.6639  -0.79
H 4.0278 0.0447 -1.2166  0.30
H 3.4047 1.2644 -1.6599  0.42
O 4.1903 0.6990 -1.7986  -0.67
H -0.9175 -2.1582 -3.5219  0.34
H -0.2403 -1.1485 -2.8272  0.07
O -0.1581 -1.9901 -3.1478  -0.65
H 2.0070 3.0413 1.3464  0.16
H 1.1191 1.7920 1.7424  0.29
O 1.3480 2.5207 1.0341  -0.66
H 1.5695 2.9704 -1.5285  0.27
H 1.7040 1.9336 -0.4612  0.35
O 1.9290 2.0933 -1.4597  -0.65
H 1.9838 1.0994 -3.7422  0.32
H 1.2530 -0.2325 -4.0013  0.32
O 1.2369 0.6620 -4.2809  -0.66
H -1.8340 3.0132 1.4668  0.37
H -0.6262 3.0076 0.6798  0.30
O -1.5487 2.9829 0.5161  -0.69
H -2.2697 -2.1630 -2.2915  0.42
H -1.6679 -3.5628 -2.2938  0.32
O -2.3984 -3.0382 -2.6446  -0.75
H -1.1072 -1.2783 4.1370  0.37
H -2.2366 -0.3263 3.4318  0.27
O -2.0582 -1.1599 3.9300  -0.65
H 0.6297 -4.3080 1.0496  0.26
H 0.3545 -2.8870 1.7291  0.39
O 1.0379 -3.6630 1.6404  -0.68

---

In order of decreasing stability: (1), (2).

---

(1)
Below is a cluster of 2 separate species, CHF2IO in total, with properties calculated with wB97M-V/def2-TZVPD.

As for the structure (SMILES): O=CF.FI. As for the gap between HOMO and LUMO: 8.86 eV. As for the LUMO energy: -1.5 eV.

Last column: Mulliken charge in e.
Cartesian coordinates (Å):
C 0.8720 0.3381 -0.2580  0.33
O 0.1450 1.2600 -0.1315  -0.37
F 2.0615 0.2388 0.4011  -0.20
F -1.1105 -0.8493 0.9951  -0.42
I -2.7226 -0.4802 0.0589  0.41
H 0.7546 -0.5074 -1.0655  0.24

---

(2)
Below is the molecule CHF2IO, with properties calculated with wB97M-V/def2-TZVPD.

As for the structure (SMILES): FC(F)OI. As for the gap between HOMO and LUMO: 8.91 eV. As for the LUMO energy: -0.3 eV.

Last column: Mulliken charge in e.
Cartesian coordinates (Å):
C -0.1538 0.9303 0.5946  0.49
O -1.7965 1.0385 0.9922  -0.59
F -0.1810 0.5273 -0.6032  -0.20
F 0.3458 2.1054 0.8342  -0.16
I -2.9373 -0.0092 -0.1891  0.22
H 0.0743 0.1766 1.2798  0.25

---

In order of decreasing stability: (1), (2).